(1)
Molecular formula: C44H81Cl31N3O3
Method: DFT, the ωB97M-V functional and the def2-TZVPD basis

Last column: Löwdin charge in e.
Positions of all 162 atoms, in Å:
C  0.4878  -18.6910  8.1542  -0.69
Cl  -5.5469  -24.2846  8.3616  0.49
C  -10.7104  -22.1813  3.7327  -0.19
H  -8.7269  -18.5322  2.5988  0.08
H  -10.3515  -20.5127  -1.9562  0.12
C  -5.9679  -16.1479  1.5305  -0.03
H  -8.6630  -15.4075  1.2471  0.11
H  -8.7542  -13.4374  -0.9538  0.13
H  -8.3713  -18.9912  4.2662  0.08
H  -4.7448  -20.2336  4.4844  0.05
H  -8.1448  -11.2223  -0.1917  0.08
H  -8.5395  -19.0594  -1.8817  0.07
Cl  -1.7099  -14.2956  8.8344  0.54
C  -2.7984  -24.3068  0.8906  -0.68
H  -13.1475  -20.9536  3.6233  0.08
H  0.2770  -23.5660  5.0821  0.04
H  -9.9530  -23.4385  -4.7172  0.08
Cl  -7.1114  -15.7631  5.0027  0.57
H  -0.1261  -22.1571  3.0804  0.07
H  -9.4389  -13.4290  0.7266  0.13
H  -12.3887  -21.5350  7.2428  0.09
Cl  -1.4028  -21.8325  8.3420  0.54
C  -7.2304  -21.4738  -0.8338  -0.03
H  -11.9163  -22.8808  5.1599  0.13
H  -6.5690  -12.6037  2.7277  0.08
C  -1.7188  -13.4499  4.7588  -1.51
H  0.7610  -16.8450  7.0124  0.06
N  -10.9459  -19.5624  4.9692  0.04
H  -6.3994  -22.0329  -1.2639  0.07
C  -6.2902  -24.4602  6.7434  -1.42
H  -6.2531  -17.1995  1.4999  0.06
C  -9.6860  -21.0962  -1.3200  -0.11
C  -9.7394  -21.0275  3.4802  -0.12
H  -6.8045  -11.7914  -1.0223  0.08
H  -9.7515  -24.9949  -3.9446  0.08
H  -10.8960  -23.0547  -2.7761  0.11
Cl  -8.6067  -14.4756  7.1336  0.50
H  -1.3159  -25.9680  4.4416  0.05
Cl  -1.9822  -15.1479  4.7483  0.55
H  -9.2524  -21.0106  2.5052  0.12
H  -6.6500  -15.7072  2.2576  0.01
C  -11.2136  -22.0493  5.1049  -0.18
Cl  -2.7829  -12.6410  3.5575  0.50
H  -8.2603  -12.3011  2.3217  0.09
H  -10.6517  -19.2619  1.4670  0.07
C  -9.1579  -18.6501  3.5931  -0.06
Cl  -3.2055  -19.6955  8.8506  0.51
H  -2.6279  -18.8578  3.4667  0.02
H  -6.7260  -24.4407  -2.7189  0.08
H  -3.5941  -17.4165  3.6692  0.05
H  -9.6760  -22.7877  -0.0924  0.10
Cl  1.0075  -26.0993  4.0617  0.56
H  -13.8562  -19.9067  4.8777  0.09
C  -13.1801  -20.7412  4.6920  -0.05
H  -3.6372  -15.5837  8.3783  -0.01
H  -9.6036  -20.4890  -0.4186  0.09
C  -4.0555  -23.6388  0.3874  -0.60
O  -11.5505  -18.1705  5.3093  -0.03
C  -7.1937  -14.3381  5.9725  -1.49
H  0.0342  -19.3057  7.3767  -0.01
Cl  1.5274  -19.6812  9.2317  0.52
Cl  1.7973  -18.0914  -0.8004  0.50
H  -3.8210  -22.7527  -0.2024  0.06
Cl  -5.7040  -14.0543  6.8738  0.54
Cl  -2.7111  -18.5044  5.6258  0.56
C  -7.2942  -17.8538  8.8736  -1.38
H  -9.5241  -15.4686  -0.3621  0.12
C  -11.1617  -19.2379  2.4300  -0.01
N  -6.0742  -13.8548  0.2221  0.00
C  -8.6209  -13.7502  0.0818  -0.18
H  -6.8088  -20.5181  -0.5225  0.07
C  -8.7419  -23.4031  -2.9231  -0.42
H  -4.9114  -16.0878  1.7916  0.08
Cl  -1.1669  -21.2349  1.1143  0.62
H  -10.6169  -24.3374  -1.8533  0.12
O  -4.7000  -13.3214  0.5877  -0.05
H  -0.2611  -18.2776  8.8296  0.03
Cl  -3.0404  -25.8666  1.7035  0.57
H  -6.9414  -19.3170  -2.4996  0.09
Cl  -5.2423  -25.3089  5.4890  0.46
H  -7.6957  -14.0576  2.5262  0.04
H  -4.9664  -15.6230  -1.6374  0.09
H  -1.9936  -12.9466  5.6858  0.01
C  -12.0832  -20.5474  6.8974  -0.03
H  -11.3319  -22.4610  -0.6483  0.12
C  -0.5513  -25.2364  4.1803  -0.67
Cl  0.0167  -17.2092  -2.7317  0.51
C  -4.9791  -15.9573  -0.6000  -0.07
H  -2.1710  -24.4564  0.0119  0.08
H  -8.4800  -24.1597  -5.0345  0.08
H  -5.5139  -18.6727  4.5235  0.05
C  0.5897  -16.8291  -1.1215  -1.54
H  -7.4066  -13.5336  5.2686  0.01
H  -8.9296  -21.0864  4.2074  0.11
H  -11.5751  -22.2549  3.0733  0.11
Cl  -3.6687  -22.4127  9.9624  0.44
H  -11.1272  -20.3583  7.3856  0.08
H  -7.5390  -16.8778  -0.5945  0.11
H  -10.4216  -22.3280  5.7999  0.12
H  -11.7581  -18.3298  2.5189  0.09
Cl  -7.8844  -19.5947  8.7527  0.46
C  -11.8767  -20.6858  5.3829  -0.51
Cl  0.0156  -13.0707  4.3236  0.47
H  -12.8346  -19.7803  7.0848  0.08
C  -3.0665  -21.4029  8.5358  -1.50
H  -10.1237  -23.0996  3.7050  0.12
H  -13.8614  -21.4003  5.2300  0.10
C  1.3477  -17.5820  7.5607  -0.60
Cl  -6.6084  -17.3288  10.4768  0.50
H  -0.8093  -24.7254  3.2528  0.02
C  -10.1265  -23.3910  -2.0813  -0.15
H  -8.3402  -19.5285  -3.4532  0.09
H  1.0497  -15.8601  -0.9280  0.02
H  -6.5910  -11.0983  0.5974  0.08
Cl  -2.5335  -16.6036  10.3675  0.51
Cl  2.0529  -16.6231  8.9738  0.48
H  -1.6987  -21.3838  3.4018  0.03
C  -10.2976  -19.6270  3.6597  -0.54
Cl  -4.2220  -14.3990  10.2837  0.47
C  -0.0562  -20.0160  3.0267  -0.64
H  -0.2413  -24.6431  6.3491  0.07
C  -0.7577  -21.2969  2.8585  -0.66
C  -7.2114  -11.7557  -0.0118  -0.05
C  -8.6196  -15.1916  0.1796  -0.20
C  -3.4495  -18.4306  4.0416  -0.66
H  -4.6853  -24.1835  -0.3160  0.07
Cl  -6.7834  -22.7990  6.2503  0.48
Cl  0.4884  -19.8001  4.7906  0.55
C  -10.2825  -22.4758  -0.9427  -0.20
H  -0.5602  -19.1003  2.7174  0.05
N  -8.2110  -22.0514  -3.1827  -0.04
H  0.7776  -20.0512  2.3255  0.06
H  -2.1740  -23.7195  1.5638  0.01
C  -4.7713  -19.2638  3.9875  -0.57
H  -7.6326  -22.0136  0.0234  0.06
C  -7.2827  -13.1545  0.6858  -0.46
C  -6.1203  -15.3400  0.2066  -0.48
H  -7.3201  -15.5047  -1.6129  0.12
C  -0.5474  -24.2048  5.3992  -0.56
H  2.0953  -17.9357  6.8506  0.06
H  -7.1534  -25.1256  6.7556  0.01
C  -7.9384  -19.7562  -2.4658  -0.07
C  -7.4530  -13.0304  2.2539  -0.01
C  -7.3846  -15.7992  -0.5654  -0.11
C  -9.2211  -24.0890  -4.2384  -0.06
C  -7.7358  -24.4545  -2.3089  -0.03
Cl  -5.1171  -22.9550  1.7052  0.49
O  -6.9886  -21.9156  -3.9527  -0.02
C  -3.0699  -15.3131  9.2688  -1.52
H  -7.9984  -25.5123  -2.3228  0.08
Cl  -6.0808  -17.7687  7.5412  0.44
H  -3.9962  -15.7718  -0.1670  0.06
H  -5.1016  -17.0344  -0.7144  0.09
H  -7.6466  -24.1642  -1.2620  0.06
H  -11.7761  -20.1381  2.4434  0.05
Cl  -5.0944  -19.8202  2.2750  0.51
Cl  -2.0981  -23.2139  5.4274  0.52
Cl  -0.8668  -16.8150  -0.1425  0.52
H  -3.6476  -21.6583  7.6496  0.00
H  -8.1151  -17.1921  8.5970  -0.01
C  -8.2332  -21.1475  -1.9956  -0.46
H  -9.3325  -17.6028  3.8399  0.07

Output
Highest occupied orbital energy (spin up / spin down) ... -9.38 / -10.08 eV
<S²> ... 3.77
2S+1 ... 4
DFT total energy ... -445738.468 eV
Strongest force on any atom ... 6.469 eV Å⁻¹
LUMO energy (spin up / spin down) ... 0.2 / -0.9 eV

(2)
Molecular formula: C2H3N2P
Method: DFT, the ωB97M-V functional and the def2-TZVPD basis

Last column: natural (NBO) charge in e.
Positions of all 8 atoms, in Å:
P  -1.5611  -0.0649  0.2017  0.86
C  0.5448  0.8938  0.4740  0.37
H  1.7496  2.2760  0.4823  0.11
C  -0.1956  -1.1132  0.2728  -0.26
N  0.8935  -0.4112  0.6070  -0.50
H  -2.1572  -0.4249  -0.9623  0.00
H  -0.3062  -2.2280  0.3345  0.23
N  -0.6687  1.3025  0.1918  -0.81

Output
Highest occupied orbital energy ... -9.89 eV
DFT total energy ... -14386.920 eV
Strongest force on any atom ... 4.460 eV Å⁻¹
Energy relative to the best compared isomer or geometry (same formula, charge and spin) ... 346.8 kJ/mol
LUMO energy ... -0.5 eV

(3)
Molecular formula: C15H29NO6
Method: DFT, the ωB97M-V functional and the def2-TZVPD basis

Last column: natural (NBO) charge in e.
Positions of all 51 atoms, in Å:
C  3.0617  -2.1915  0.1617  -0.09
H  0.6816  -2.6005  1.5812  0.17
C  0.0314  -2.3216  0.7395  -0.09
H  3.2431  -3.2415  -0.1180  0.17
H  -4.8713  0.2476  1.1452  0.18
C  -4.2762  0.5276  0.2728  -0.06
H  2.8172  -2.1462  1.2300  0.18
O  2.0194  -1.6616  -0.6250  -0.55
H  -4.4243  -2.2369  0.6481  0.19
H  0.1093  1.8865  2.3084  0.20
C  -4.2312  -0.6099  -0.7440  -0.42
N  -0.9878  1.8417  0.5581  -0.45
H  1.0028  -3.4429  -0.8237  0.17
H  -3.5750  -0.3102  -1.5629  0.22
O  -2.9846  0.8265  0.7926  -0.52
H  -2.8036  -2.7000  -1.9026  0.20
H  5.1768  -1.9340  0.3667  0.18
C  0.8114  -2.3848  -0.5847  -0.09
H  -2.7669  -1.6898  0.3750  0.23
H  1.1010  0.1252  0.8001  0.21
H  -5.2354  -0.7534  -1.1483  0.20
H  1.1423  2.7603  -1.9030  0.17
H  0.7171  -0.4294  2.4480  0.16
H  4.4563  1.8528  0.4412  0.20
C  -2.2077  1.6037  0.0123  0.90
C  0.9134  2.0895  -1.0602  -0.07
O  2.0946  1.8378  -0.3320  -0.55
C  -3.7173  -1.9024  -0.1153  -0.41
H  -0.7835  -3.0484  0.6757  0.20
H  5.2294  0.9554  -0.8981  0.16
H  -0.7576  3.4002  -0.7457  0.24
H  -4.6925  1.4285  -0.1910  0.20
H  3.3784  1.9404  -1.9404  0.16
C  -0.5257  1.1863  1.7593  -0.23
C  4.3443  1.0124  -0.2471  -0.07
C  3.1088  1.2574  -1.1177  -0.11
C  -0.1144  2.7573  -0.1408  -0.24
H  4.5065  -1.2606  -1.1422  0.18
C  0.2839  -0.0858  1.4946  -0.09
H  -4.4729  -3.2133  -1.6593  0.20
H  0.1929  -1.9459  -1.3717  0.20
H  -3.1830  -3.9193  -0.6851  0.20
H  0.4275  3.3593  0.5929  0.21
H  2.7555  0.3113  -1.5500  0.20
O  -2.5757  2.0882  -1.0354  -0.67
C  4.3364  -1.3760  -0.0672  -0.08
O  -0.5835  -1.0839  0.9850  -0.55
H  -1.3976  0.9274  2.3620  0.23
C  -3.5326  -3.0018  -1.1537  -0.60
H  0.5013  1.1569  -1.4703  0.18
O  4.2773  -0.1224  0.5803  -0.54

Output
Highest occupied orbital energy ... -9.01 eV
SMILES ... CCCCOC(=O)N1CCOCCOCCOCCOCC1
DFT total energy ... -29799.718 eV
Strongest force on any atom ... 0.718 eV Å⁻¹
Energy relative to the best compared isomer or geometry (same formula, charge and spin) ... 4.1 kJ/mol
LUMO energy ... 0.9 eV

(4)
Molecular formula: C2HF3N2
Method: DFT, the ωB97M-V functional and the def2-TZVPD basis

Last column: natural (NBO) charge in e.
Positions of all 8 atoms, in Å:
C  -0.4566  1.1535  -0.3614  1.10
F  -1.4864  1.9758  -0.0823  -0.31
H  1.1107  -2.9473  0.5336  0.44
C  0.2678  -1.0531  0.4625  0.70
N  0.9066  -1.9499  0.8581  -0.69
N  -0.4023  -0.0601  0.3805  -0.61
F  -0.5222  1.0234  -1.7285  -0.33
F  0.5824  1.8576  -0.0624  -0.30

Output
Highest occupied orbital energy ... -10.92 eV
SMILES ... N=C=NC(F)(F)F
DFT total energy ... -13222.082 eV
Strongest force on any atom ... 5.647 eV Å⁻¹
Energy relative to the best compared isomer or geometry (same formula, charge and spin) ... 12.5 kJ/mol
LUMO energy ... 0.6 eV

(5)
Molecular formula: C20H30ClNOV
Method: DFT, the ωB97M-V functional and the def2-TZVPD basis

Last column: natural (NBO) charge in e.
Positions of all 54 atoms, in Å:
C  1.7754  0.9949  5.6654  -0.40
H  0.7929  -1.1150  -6.6192  0.27
H  -0.0418  -1.0121  -8.1698  0.34
H  -2.2711  -0.0644  5.8259  0.22
N  -0.9544  0.4128  4.3150  -0.63
H  -0.9477  -0.8069  -6.6639  0.27
C  2.1005  -0.7260  -1.2619  -0.16
C  -2.2461  0.7500  -1.1494  -0.13
C  -1.9383  1.0044  0.2252  -0.24
C  -0.4825  0.7410  6.8107  -0.41
H  -1.7290  1.2777  -6.5168  0.27
C  1.6304  1.3515  -6.8273  -0.77
H  -1.2121  2.2740  -7.8892  0.34
H  1.4990  -1.4307  1.9371  0.28
H  2.5238  0.6290  0.5182  0.29
H  -0.6039  2.6200  -6.2618  0.28
C  -0.8644  1.8026  -6.9529  -0.77
H  1.4791  2.0189  5.3962  0.21
C  0.0053  -0.5722  -7.1589  -0.77
H  1.2408  -0.9436  4.8502  0.22
H  1.2319  -0.5378  7.0815  0.20
O  0.4090  1.3730  2.7522  -0.68
C  -2.2608  -0.6886  -1.3600  -0.28
H  -0.8376  -1.1036  5.7617  0.19
H  1.4004  1.0686  7.7605  0.23
C  0.8889  -2.2639  -0.0381  -0.26
H  -2.4564  1.5030  -1.9131  0.27
C  1.0197  0.5237  6.8999  -0.40
Cl  0.2739  1.1507  -2.1263  -0.25
H  -2.5588  -1.1956  -2.2796  0.27
H  1.6104  2.2036  -6.1303  0.28
H  -1.7591  0.7451  3.7765  0.40
C  -1.8390  -0.2520  0.8928  -0.27
C  -2.0104  -1.3089  -0.0823  -0.28
C  1.3843  -1.9552  -1.3501  -0.27
C  1.4266  -1.2847  0.8701  -0.23
C  0.2705  0.6723  3.7662  0.70
H  -1.9617  -2.3774  0.1502  0.27
H  2.2089  1.6743  -7.7105  0.34
H  2.8531  0.9999  5.8422  0.23
H  2.6409  -0.2572  -2.0672  0.26
C  2.0807  -0.2760  0.1148  -0.26
C  -1.1814  -0.0600  5.6876  -0.22
H  -1.7567  1.9666  0.7019  0.29
H  2.2134  0.5537  -6.3440  0.27
H  1.3731  -2.6158  -2.2154  0.27
C  0.2672  0.8750  -7.1187  0.65
H  -0.9479  0.4045  7.7439  0.23
C  1.4620  0.0723  4.4965  -0.51
V  -0.1414  -0.2799  -0.5738  0.87
H  -0.7111  1.8087  6.7153  0.21
H  -1.8658  -0.3995  1.9633  0.28
H  2.2682  -0.0069  3.7633  0.23
H  0.3491  -3.1581  0.2644  0.27

Output
Net charge ... +2
Highest occupied orbital energy ... -13.78 eV
<S²> ... 0.81
2S+1 ... 2
DFT total energy ... -62958.438 eV
Strongest force on any atom ... 1.935 eV Å⁻¹
LUMO energy ... -8.4 eV

Please write out number 4 again, unchanged.
Molecular formula: C2HF3N2
Method: DFT, the ωB97M-V functional and the def2-TZVPD basis

Last column: natural (NBO) charge in e.
Positions of all 8 atoms, in Å:
C  -0.4566  1.1535  -0.3614  1.10
F  -1.4864  1.9758  -0.0823  -0.31
H  1.1107  -2.9473  0.5336  0.44
C  0.2678  -1.0531  0.4625  0.70
N  0.9066  -1.9499  0.8581  -0.69
N  -0.4023  -0.0601  0.3805  -0.61
F  -0.5222  1.0234  -1.7285  -0.33
F  0.5824  1.8576  -0.0624  -0.30

Output
Highest occupied orbital energy ... -10.92 eV
SMILES ... N=C=NC(F)(F)F
DFT total energy ... -13222.082 eV
Strongest force on any atom ... 5.647 eV Å⁻¹
Energy relative to the best compared isomer or geometry (same formula, charge and spin) ... 12.5 kJ/mol
LUMO energy ... 0.6 eV

The lowest DFT total energy belongs to which entry?
C44H81Cl31N3O3